Formula: C15H25CeN4O9
Source: OMol25
Level of theory: ωB97M-V with the def2-TZVPD basis set

Output
Kohn-Sham gap in eV: 7.094
HOMO energy in eV: -18.718
Energy above the lowest of the compared OMol25 structures with the same formula, charge and spin in kcal/mol: 5.1
LUMO level in hartree: -0.4272
Charge: +3

Last column: Mulliken charge in e.
CARTESIAN COORDINATES (ANGSTROEM)
Ce -0.665 -0.075 0.074  0.398
O 1.631 -1.150 3.983  -0.420
C 1.013 -0.593 2.987  0.256
O 0.265 -1.167 2.202  -0.346
C 1.310 0.862 2.823  0.656
C 2.259 1.546 3.569  -0.907
C 2.519 2.867 3.237  -0.864
C 1.837 3.442 2.170  -1.023
C 0.893 2.682 1.506  1.360
N 0.619 1.419 1.835  0.341
C 0.122 3.123 0.304  0.482
O 0.300 4.272 -0.260  -0.409
O -0.708 2.347 -0.186  -0.300
H 1.448 -2.106 4.044  0.415
H 2.787 1.049 4.371  0.598
H 3.256 3.439 3.787  0.498
H 2.054 4.467 1.895  0.346
H 0.970 4.837 0.158  0.310
C -2.987 0.866 2.482  -0.792
O -2.305 -0.267 1.893  0.036
C -3.166 -1.426 1.768  -0.635
C -2.393 -2.560 1.166  -0.779
O -1.951 -2.171 -0.171  0.230
C -1.389 -3.304 -0.913  -0.972
H -3.327 0.589 3.477  0.311
H -3.830 1.154 1.855  0.303
H -2.268 1.678 2.550  0.242
H -4.025 -1.159 1.150  0.305
H -3.515 -1.728 2.757  0.565
H -3.036 -3.437 1.092  0.615
H -1.519 -2.819 1.764  0.319
H -2.067 -4.150 -0.835  0.387
H -0.416 -3.571 -0.509  0.318
H -1.295 -2.993 -1.949  0.279
N -0.382 -0.047 -2.652  -0.409
C 1.064 -0.416 -2.749  -0.799
C 1.328 -0.385 -1.277  1.060
O 1.461 0.704 -0.689  -0.450
O 0.930 -1.403 -0.577  -0.395
H -0.915 -0.478 -3.401  0.305
H -0.473 0.960 -2.780  0.262
H 1.672 0.291 -3.304  0.422
H 1.183 -1.420 -3.146  0.364
C -4.098 2.887 -1.276  -0.631
N -4.539 1.520 -1.564  -0.269
C -3.838 0.427 -1.368  0.642
N -4.312 -0.771 -1.718  -0.324
O -2.676 0.490 -0.807  -0.163
H -4.841 3.381 -0.654  0.336
H -3.985 3.441 -2.205  0.336
H -3.146 2.855 -0.757  0.065
H -5.445 1.413 -2.000  0.227
H -5.179 -0.884 -2.220  0.227
H -3.744 -1.584 -1.551  0.074



Formula: C36H70N4O4
Source: OMol25
Level of theory: ωB97M-V with the def2-TZVPD basis set

Output
Kohn-Sham gap (spin up / spin down) in eV: 9.079 / 9.191
HOMO energy (spin up / spin down) in eV: -8.354 / -9.072
2S+1: 3
LUMO level (spin up / spin down) in hartree: 0.0267 / 0.0044

Last column: Löwdin spin population.
CARTESIAN COORDINATES (ANGSTROEM)
C -1.336 3.389 7.788  0.000
C -0.092 4.178 7.381  0.000
C -0.209 4.769 5.954  0.000
C 0.334 3.728 4.957  0.000
C -0.211 3.907 3.532  0.000
C 0.582 3.053 2.507  0.000
C -0.035 1.633 2.362  0.000
C 0.439 0.794 3.588  0.000
C 0.938 -0.625 3.227  0.000
C 1.954 -1.108 4.301  0.000
C 1.296 -1.873 5.437  0.000
C 2.308 -2.759 6.221  0.000
C 1.882 -2.746 7.726  0.000
C 2.658 -1.850 8.687  0.000
C 4.117 -2.274 8.876  0.000
O 4.692 -2.841 8.012  0.000
N 4.683 -1.902 10.119  0.000
C 5.638 -2.890 10.632  0.000
C 5.183 -0.522 10.107  0.000
N 0.549 -2.054 7.677  0.000
C 0.694 -1.068 6.617  0.000
O 0.440 0.060 6.682  0.000
H -1.283 2.358 7.436  0.000
H -2.221 3.830 7.329  0.000
H -1.469 3.327 8.867  0.000
H 0.142 4.967 8.098  0.000
H 0.784 3.528 7.348  0.000
H 0.379 5.688 5.910  0.000
H -1.239 5.038 5.710  0.000
H 0.076 2.756 5.376  0.000
H 1.425 3.763 4.936  0.000
H -1.269 3.647 3.500  0.000
H -0.096 4.966 3.291  0.000
H 1.615 3.014 2.858  0.000
H 0.623 3.589 1.556  0.000
H 0.205 1.160 1.409  0.000
H -1.122 1.685 2.421  0.000
H 1.240 1.340 4.072  0.000
H -0.387 0.697 4.290  0.000
H 0.108 -1.325 3.166  0.000
H 1.455 -0.545 2.270  0.000
H 2.682 -1.718 3.762  0.000
H 2.515 -0.260 4.695  0.000
H 0.436 -2.426 5.043  0.000
H 2.226 -3.773 5.839  0.000
H 3.265 -2.254 6.131  0.000
H 1.596 -3.682 8.194  0.000
H 2.561 -0.788 8.450  0.000
H 2.201 -1.978 9.668  0.000
H 6.528 -2.412 11.032  0.000
H 5.199 -3.464 11.451  0.000
H 5.983 -3.605 9.883  0.000
H 4.366 0.137 10.416  0.000
H 5.985 -0.360 10.818  0.000
H 5.508 -0.171 9.121  0.000
H -0.181 -2.645 7.277  0.000
C 1.557 -0.003 -5.265  0.002
C 0.588 -0.009 -4.057  0.026
C -0.676 0.780 -4.408  0.015
C -0.461 2.293 -4.438  0.001
C 0.183 2.778 -3.140  0.014
C 1.460 2.014 -2.779  0.027
N 1.269 0.536 -2.844  0.355
O 0.616 0.159 -1.795  0.551
C 2.603 2.448 -3.718  0.002
C 1.923 2.448 -1.390  -0.001
C 0.214 -1.479 -3.869  -0.001
H 1.344 -0.831 -5.941  0.000
H 1.483 0.901 -5.869  0.000
H 2.593 -0.120 -4.943  0.002
H -1.463 0.557 -3.680  0.003
H -1.056 0.448 -5.377  0.001
H 0.152 2.578 -5.298  0.000
H -1.423 2.792 -4.575  0.001
H 0.405 3.845 -3.218  0.001
H -0.547 2.676 -2.331  0.003
H 3.497 1.845 -3.548  0.001
H 2.871 3.488 -3.528  0.000
H 2.349 2.396 -4.773  0.000
H 1.164 2.317 -0.620  -0.001
H 2.178 3.509 -1.390  0.000
H 2.815 1.898 -1.082  0.000
H 1.092 -2.078 -3.615  0.000
H -0.207 -1.873 -4.794  0.000
H -0.537 -1.624 -3.094  -0.001
C -5.228 -3.360 -7.566  0.002
C -4.699 -1.904 -7.564  0.026
C -5.394 -1.100 -8.666  0.014
C -4.910 -1.448 -10.072  0.001
C -3.387 -1.358 -10.161  0.014
C -2.669 -2.170 -9.080  0.027
N -3.213 -1.894 -7.718  0.357
O -2.763 -0.753 -7.319  0.548
C -2.775 -3.673 -9.405  0.002
C -1.171 -1.871 -9.146  -0.001
C -5.114 -1.340 -6.204  -0.001
H -6.115 -3.454 -6.939  0.000
H -5.524 -3.706 -8.555  0.000
H -4.488 -4.052 -7.164  0.002
H -5.230 -0.031 -8.499  0.003
H -6.474 -1.256 -8.604  0.001
H -5.250 -2.447 -10.362  0.000
H -5.356 -0.758 -10.791  0.001
H -3.059 -1.692 -11.148  0.001
H -3.097 -0.305 -10.082  0.003
H -2.360 -4.277 -8.597  0.001
H -2.208 -3.904 -10.308  0.000
H -3.790 -4.011 -9.599  0.000
H -0.955 -0.808 -9.049  -0.001
H -0.770 -2.193 -10.107  0.000
H -0.630 -2.405 -8.363  0.000
H -4.635 -1.887 -5.389  0.000
H -6.193 -1.431 -6.081  0.000
H -4.872 -0.284 -6.099  -0.001



Formula: C4H5CsO3
Source: OMol25
Level of theory: ωB97M-V with the def2-TZVPD basis set

Output
Kohn-Sham gap (spin up / spin down) in eV: 6.832 / 6.825
HOMO energy (spin up / spin down) in eV: -10.778 / -10.778
Energy above the lowest of the compared OMol25 structures with the same formula, charge and spin in kcal/mol: 168.8
2S+1: 2
LUMO level (spin up / spin down) in hartree: -0.1450 / -0.1453
Charge: +1

Last column: Löwdin spin population.
CARTESIAN COORDINATES (ANGSTROEM)
O -0.176 1.530 0.223  0.002
C -0.045 0.317 0.934  0.030
O 0.493 -0.647 0.469  0.032
Cs 2.028 -3.966 -0.981  0.001
O -0.563 0.482 2.100  0.148
C -0.086 -0.168 3.206  0.706
H 0.899 -0.624 3.151  0.040
H -0.763 -0.119 4.052  0.038
C 0.464 1.773 -0.897  0.003
H 1.135 0.905 -1.076  0.000
C -0.190 6.020 -3.620  0.000
H -1.173 6.532 -3.588  0.000
H 0.227 6.301 -4.607  0.000



Formula: C39H31CrF2N4OSSb
Source: OMol25
Level of theory: ωB97M-V with the def2-TZVPD basis set

Output
Kohn-Sham gap (spin up / spin down) in eV: 6.994 / 7.585
HOMO energy (spin up / spin down) in eV: -6.909 / -7.582
2S+1: 5
LUMO level (spin up / spin down) in hartree: 0.0031 / 0.0001

Last column: Löwdin spin population.
CARTESIAN COORDINATES (ANGSTROEM)
Cr -0.448 -0.516 -1.121  3.706
C -0.196 -3.367 0.062  0.018
C -1.606 -2.933 0.322  0.010
C -2.545 -3.852 0.788  -0.001
C -3.847 -3.458 1.003  0.007
C -4.184 -2.134 0.758  0.000
C -3.208 -1.256 0.305  0.012
N -1.941 -1.653 0.086  0.011
Sb -3.921 0.763 -0.031  0.005
C -2.572 1.923 1.172  0.001
C -3.113 2.481 2.324  0.000
C -2.302 3.302 3.096  0.000
C -1.009 3.539 2.677  0.000
C -0.545 2.940 1.504  0.001
C 0.856 3.176 1.023  0.000
N -1.323 2.142 0.773  0.008
C -3.059 1.032 -1.998  0.012
C -3.934 0.937 -3.074  0.002
C -3.458 1.226 -4.343  0.007
C -2.165 1.690 -4.475  0.002
C -1.349 1.792 -3.350  0.011
C 0.019 2.397 -3.449  0.003
N -1.775 1.391 -2.142  0.029
H -0.099 -4.442 0.200  0.002
H 0.114 -3.110 -0.954  0.009
H 0.488 -2.840 0.728  0.001
H -2.236 -4.874 0.962  0.000
H -4.588 -4.165 1.354  0.000
H -5.195 -1.781 0.911  0.000
H -4.138 2.279 2.609  0.000
H -2.681 3.756 4.003  0.000
H -0.352 4.189 3.241  0.000
H 1.152 4.213 1.184  0.000
H 1.549 2.533 1.567  0.000
H 0.937 2.920 -0.032  0.000
H -4.966 0.649 -2.916  0.000
H -4.100 1.129 -5.211  0.000
H -1.779 1.990 -5.441  0.000
H 0.072 3.074 -4.302  0.000
H 0.242 2.947 -2.536  0.000
H 0.784 1.633 -3.569  0.001
F 4.637 0.699 -2.772  -0.002
C 3.450 0.120 -3.051  0.000
C 2.460 0.101 -2.094  0.015
C 1.221 -0.479 -2.369  -0.016
C 1.037 -1.081 -3.635  0.011
C 2.072 -1.025 -4.568  -0.002
F 1.926 -1.559 -5.809  -0.002
C 3.285 -0.428 -4.311  0.016
C -0.268 -1.739 -3.871  0.013
C -0.581 -2.522 -4.987  0.000
C -1.823 -3.116 -5.089  0.011
C -2.754 -2.922 -4.081  0.000
C -2.379 -2.141 -3.008  0.012
N -1.179 -1.566 -2.885  0.010
H 2.656 0.544 -1.124  0.001
H 4.063 -0.396 -5.058  0.001
H 0.152 -2.668 -5.760  0.000
H -2.061 -3.728 -5.949  0.001
H -3.740 -3.363 -4.114  0.000
H -3.079 -1.963 -2.201  0.001
C 3.919 1.629 8.261  0.000
C 4.505 1.587 6.877  0.001
O 4.615 2.534 6.160  0.000
S 5.041 -0.098 6.329  0.001
C 4.005 -0.181 4.881  0.009
C 4.403 0.415 3.690  -0.001
C 3.574 0.371 2.581  0.010
C 2.332 -0.271 2.632  0.009
C 1.953 -0.880 3.834  0.010
C 2.779 -0.837 4.945  -0.001
C 1.467 -0.298 1.488  0.054
C 0.715 -0.310 0.525  -0.019
H 3.757 2.658 8.575  0.000
H 4.573 1.105 8.958  0.000
H 2.971 1.088 8.241  0.000
H 5.359 0.919 3.641  0.000
H 3.887 0.832 1.653  0.001
H 0.995 -1.382 3.886  0.001
H 2.478 -1.314 5.870  0.000



Formula: C22H23Cl4N2O3OsTe
Source: OMol25
Level of theory: ωB97M-V with the def2-TZVPD basis set

Output
Kohn-Sham gap (spin up / spin down) in eV: 5.484 / 5.790
HOMO energy (spin up / spin down) in eV: -12.813 / -13.535
Energy above the lowest of the compared OMol25 structures with the same formula, charge and spin in kcal/mol: 386.0
2S+1: 6
LUMO level (spin up / spin down) in hartree: -0.2693 / -0.2846
Charge: +2

Last column: Löwdin spin population.
CARTESIAN COORDINATES (ANGSTROEM)
Os 0.542 -0.680 -2.599  2.430
Cl -1.352 -2.731 4.930  0.001
C -0.017 -2.386 3.891  -0.001
C 1.214 -2.959 4.149  0.002
C 2.317 -2.690 3.349  0.000
C 2.197 -1.807 2.295  0.006
C 0.957 -1.264 2.040  0.011
Cl 0.594 -0.046 0.828  0.083
C -0.226 -1.526 2.801  0.004
N -1.488 -0.953 2.625  0.027
C -1.900 -0.100 1.483  0.064
C -3.149 0.691 1.662  0.232
C -3.718 1.259 0.571  0.007
C -3.370 0.855 -0.737  0.310
C -2.654 -0.352 -0.913  0.011
C -2.026 -0.968 0.136  0.228
C -1.625 -2.430 -0.086  0.030
C -0.297 -2.932 -0.754  0.029
O 0.222 -3.890 -0.279  0.036
O 0.298 -2.453 -1.927  0.241
H 1.305 -3.627 4.994  0.000
H 3.263 -3.172 3.549  0.000
H 3.038 -1.572 1.656  0.000
H -2.057 -0.932 3.460  0.001
H -3.532 0.880 2.658  0.011
H -4.531 1.962 0.698  -0.005
H -3.909 1.285 -1.572  0.017
H -2.814 -0.925 -1.821  -0.004
H -2.407 -2.850 -0.724  0.005
H -1.636 -2.995 0.843  0.002
Cl 2.775 -1.845 -3.988  0.078
C 1.694 -2.006 -5.364  0.007
Cl 0.127 -1.176 -4.943  0.043
H 1.464 -3.049 -5.547  0.001
H 2.096 -1.493 -6.230  0.001
C -0.483 2.924 -3.871  0.005
Te 0.259 2.199 -2.000  -0.008
C 2.248 2.813 -2.483  0.020
H -0.003 3.882 -4.059  0.000
H -1.557 3.070 -3.797  0.000
H -0.240 2.218 -4.657  0.001
H 2.336 3.865 -2.218  0.002
H 2.400 2.680 -3.550  0.001
H 2.964 2.226 -1.914  0.001
O 0.699 -0.498 -0.683  0.108
N 1.768 0.926 0.991  0.200
C -0.670 0.867 1.407  0.247
C -0.510 2.127 2.034  0.110
C 0.529 3.039 2.116  0.125
C 1.885 3.090 1.696  0.128
C 2.532 2.009 1.114  0.131
H -0.405 -0.917 0.670  0.003
H -1.411 2.458 2.542  0.005
H 0.237 3.942 2.642  0.004
H 2.424 3.999 1.929  0.003
H 3.604 1.955 0.955  0.005



Number 1: calculated total energy -53256.6131 eV. Number 2: calculated total energy -52613.3194 eV. Number 3: calculated total energy -10903.7951 eV. Number 4: calculated total energy -100181.3686 eV. Number 5: calculated total energy -92124.3737 eV.